[1]
A 4-piece molecular cluster, C15H35BN3O4P overall. Source: OMol25; level of theory: ωB97M-V with the def2-TZVPD basis set.

Structure (XYZ):
```
59
Properties=species:S:1:pos:R:3:forces:R:3
C 1.157826 -1.778582 -2.130784 0.0 1.0 -0.2
C -0.093819 -1.210095 -3.006275 0.4 -1.3 0.2
P 0.137923 0.663071 -3.110548 0.7 -0.8 -0.5
B -1.006299 1.627949 -1.914134 0.1 1.2 0.7
C -0.273921 2.792158 -0.994745 1.0 -0.5 -1.0
C 1.247002 2.949398 -1.470897 0.4 2.8 -0.1
O 1.669394 4.066862 -1.851803 -1.2 -3.1 0.9
C 0.068752 1.316587 -4.884727 0.9 0.4 -1.1
C 1.614007 1.513944 -5.363532 -0.2 0.1 1.4
H 0.816456 -1.994143 -1.070395 0.5 0.0 -1.3
H 1.925596 -0.931690 -2.062193 -0.9 -1.3 0.0
H 1.684851 -2.644382 -2.637809 -0.8 0.9 0.8
H -1.046218 -1.550641 -2.493558 0.9 0.6 -0.8
H -0.035515 -1.711862 -4.033663 -0.3 1.0 1.3
H -2.169320 1.469127 -1.764016 -0.2 -0.3 0.3
H -0.788817 3.806876 -1.130040 0.7 -1.4 0.4
H -0.284157 2.468594 0.108411 -0.1 0.4 -1.5
H 1.988009 2.074752 -1.475041 -1.2 0.9 0.3
H -0.460129 0.613383 -5.618505 0.4 1.1 1.2
H -0.383501 2.361365 -4.920999 0.2 -1.5 0.1
H 1.723119 2.440451 -6.005867 -0.1 -1.3 0.4
H 2.195200 1.693024 -4.390023 -0.6 -0.1 -1.6
H 2.056571 0.572286 -5.813276 -0.6 1.2 0.3
C 0.782016 0.324788 2.973321 -0.1 0.3 0.3
O 0.092648 -0.291360 2.182165 -0.1 0.2 0.0
N 0.336325 1.289778 3.821881 0.5 -0.4 -0.4
C 1.221875 1.980402 4.736490 -0.3 0.0 -0.1
C -1.074021 1.638727 3.809914 0.1 -0.4 -0.2
H 1.864688 0.137780 3.063328 0.0 0.1 0.1
H 0.880778 1.810952 5.761004 0.1 0.1 0.0
H 1.198216 3.051015 4.517688 0.1 0.0 0.2
H 2.245993 1.618235 4.636712 -0.1 0.0 0.0
H -1.663398 0.754283 4.046300 -0.1 0.2 -0.1
H -1.347549 1.984456 2.809552 -0.1 0.0 0.1
H -1.281063 2.422407 4.538461 0.1 -0.1 0.0
C 4.669485 -4.192111 -2.896801 -0.1 -0.2 0.3
O 4.096441 -3.155879 -3.171912 0.0 -0.2 0.2
N 4.441857 -4.946765 -1.786561 0.3 0.2 -0.6
C 5.167005 -6.173567 -1.526117 -0.2 0.2 0.1
C 3.439910 -4.507130 -0.833244 0.0 0.2 -0.2
H 5.447906 -4.614157 -3.553026 0.0 -0.1 0.0
H 4.457014 -7.002048 -1.461224 0.2 -0.1 0.0
H 5.702444 -6.078437 -0.578078 0.1 -0.2 0.0
H 5.883922 -6.379490 -2.321831 -0.1 0.1 0.0
H 2.472825 -4.436343 -1.335673 0.0 0.1 0.2
H 3.711177 -3.517606 -0.457893 -0.2 0.0 0.1
H 3.370410 -5.208456 -0.001672 0.1 0.0 -0.1
C -4.980397 0.821489 4.224625 -0.2 0.2 -0.2
O -3.799505 0.810132 4.515116 -0.3 0.2 -0.1
N -5.602364 1.792376 3.502125 0.1 -0.6 0.4
C -7.017133 1.738217 3.193964 0.2 0.2 -0.1
C -4.822087 2.918368 3.025033 0.2 -0.2 0.1
H -5.660871 0.013457 4.537694 -0.1 0.0 0.0
H -7.146902 1.731354 2.108818 -0.2 0.0 0.1
H -7.508733 2.619546 3.613471 -0.2 -0.1 -0.1
H -7.473755 0.841145 3.613631 0.1 0.1 0.0
H -4.018224 2.551302 2.382435 0.0 0.2 0.0
H -4.377982 3.434938 3.879297 0.1 0.1 -0.1
H -5.451962 3.609769 2.465426 0.0 -0.1 0.1
```
Positions in Å, forces in eV/Å.

Computed properties:
Multiplicity: 1
SMILES: CCP(BCC=O)CC.CN(C)C=O.CN(C)C=O.CN(C)C=O

Here are the natural (NBO) charges for atoms 1 to 8, given in e:
1. C -0.634
2. C -0.694
3. P 0.404
4. B 0.388
5. C -0.872
6. C 0.413
7. O -0.565
8. C -0.670

***

[2]
C15H35ClKN3O6P as an isolated structure. Source: OMol25; level of theory: ωB97M-V with the def2-TZVPD basis set.

Structure (XYZ):
```
62
Properties=species:S:1:pos:R:3:forces:R:3
C 5.343531 -4.237618 1.031019 -0.3 0.1 0.1
C 4.964307 -3.269868 -0.062405 0.0 -0.7 0.4
N 3.579566 -3.612250 -0.509903 -0.1 0.6 -0.6
P 2.913765 -2.484771 -1.547705 1.0 0.6 -1.8
C 3.153786 -0.813157 -0.934585 -0.9 -0.5 0.2
C 2.367724 -0.484721 0.339404 0.6 -0.5 -0.3
O 3.287005 -0.018948 1.331088 -0.3 0.0 0.7
C 3.236585 -0.734873 2.501582 1.5 -1.8 -0.1
O 3.880300 -1.754875 2.665772 -1.3 1.9 -0.3
O 1.360202 -2.714829 -1.788054 0.5 -0.6 0.8
C 0.651090 -3.790341 -1.112999 -0.8 0.4 -0.1
C -0.021962 -3.311819 0.173087 -0.4 -0.7 -0.3
C 0.683698 -3.720201 1.437775 -0.1 0.9 0.3
O -1.305287 -3.916618 0.261126 0.0 -0.2 0.3
H 6.260253 -3.947702 1.517955 0.4 0.1 0.1
H 5.442652 -5.237054 0.636158 0.1 -0.4 -0.1
H 4.556809 -4.246283 1.767769 -0.2 0.0 0.4
H 5.000614 -2.268332 0.322313 -0.1 0.4 0.1
H 5.663732 -3.385993 -0.879215 0.2 0.3 -0.4
H 3.685822 -4.448256 -1.077106 -0.2 -0.4 0.2
H 3.626767 -2.612611 -2.904265 -1.1 0.3 1.6
H 2.812265 -0.183424 -1.745297 0.0 0.2 -0.3
H 4.210085 -0.670400 -0.792524 0.4 0.2 0.0
H 1.615991 0.253746 0.115883 -0.1 0.4 0.1
H 1.880451 -1.382138 0.695374 -0.2 -0.2 0.3
H 2.593495 -0.300969 3.269504 0.0 0.1 0.1
H -0.139216 -4.067007 -1.789031 -0.2 0.0 -0.5
H 1.253149 -4.674503 -0.970707 0.5 -0.1 0.1
H -0.176223 -2.241060 0.096970 0.3 0.5 0.0
H 0.397699 -3.035691 2.224550 -0.1 0.1 0.4
H 0.335667 -4.690898 1.742592 0.1 -0.6 0.0
H 1.758010 -3.671335 1.362925 0.4 -0.2 -0.1
H -1.816065 -3.699657 -0.518407 -0.3 0.1 -0.2
Cl 4.603310 -3.248716 -4.216942 -2.8 -0.1 2.2
C 1.019997 2.951434 -1.501074 -0.3 -0.2 0.1
O 0.500000 1.624702 -1.323574 0.3 0.1 0.0
H 1.945225 2.858832 -2.060714 0.0 0.0 0.0
H 0.317485 3.565029 -2.066871 0.1 0.1 0.0
H 1.230200 3.422098 -0.537451 0.1 0.0 0.0
H -0.322925 1.692443 -0.836235 -0.2 0.0 -0.1
C -6.667409 4.895632 0.086675 0.0 0.1 0.6
C -6.323330 3.463076 -0.223933 -0.4 0.3 -0.2
N -5.167472 3.058578 0.592609 0.0 -0.2 -0.2
C -5.069851 2.021430 1.482506 0.0 0.0 -0.1
C -3.797069 2.021898 1.952262 0.2 0.1 0.1
N -3.148652 3.071800 1.339030 0.1 -0.1 0.0
C -4.006323 3.680765 0.521197 0.1 0.1 0.0
C -1.758247 3.477552 1.524772 -0.1 0.1 0.0
H -5.817583 5.549158 -0.123439 -0.3 0.3 -0.4
H -7.471423 5.236318 -0.555217 0.1 0.1 -0.1
H -6.968787 5.027808 1.131538 -0.1 -0.2 0.0
H -6.032809 3.366212 -1.269885 0.0 0.0 0.0
H -7.149759 2.777735 -0.043181 0.2 -0.2 0.2
H -5.917776 1.391210 1.678865 0.1 -0.1 0.1
H -3.279006 1.395384 2.654977 -0.1 -0.1 0.1
H -3.797023 4.542444 -0.096060 -0.1 0.1 -0.1
H -1.726592 4.487703 1.924130 0.1 0.0 0.0
H -1.244192 3.451910 0.566624 0.0 0.0 0.0
H -1.270305 2.800230 2.217579 -0.1 -0.1 0.0
O -5.691057 6.866524 -1.724509 0.1 -0.3 0.1
H -6.390330 7.297576 -2.231903 0.2 0.0 0.0
K 6.345439 -3.372308 -5.722418 3.6 -0.3 -3.2
```
Positions in Å, forces in eV/Å.

Computed properties:
Total charge: +1
Multiplicity: 1

Here are the Mulliken charges for atoms 1 to 8, given in e:
1. C -1.452
2. C -0.306
3. N -0.148
4. P 0.516
5. C -1.034
6. C 0.873
7. O -0.405
8. C 0.050

***

[3]
A 6-piece molecular cluster, C15H35N11O10 overall. Source: OMol25; level of theory: ωB97M-V with the def2-TZVPD basis set.

Structure (XYZ):
```
71
Properties=species:S:1:pos:R:3:forces:R:3
C 0.639025 -0.797087 2.449921 -0.1 -0.2 0.2
O 1.817936 -0.866066 1.676297 0.0 0.2 -0.2
C 1.685035 -0.339773 0.345300 0.0 -0.5 0.7
C 2.391733 -1.285494 -0.612947 -0.1 0.5 -0.6
C 1.479843 -2.184336 -1.462287 0.2 -0.2 0.3
C 0.250065 -2.762932 -0.742068 0.0 -0.2 -0.6
C -1.114934 -2.524117 -1.423032 0.2 -0.5 0.9
C -1.882319 -1.309716 -0.980572 -0.6 1.1 -0.4
N -1.393565 0.002917 -1.487090 0.4 -1.1 -0.3
C -0.725351 0.078071 -2.504163 -0.7 0.4 0.9
O -0.124423 0.312994 -3.457406 0.6 0.1 -0.8
C -3.392988 -1.354832 -1.263276 0.9 0.4 0.0
O -3.856172 -0.394913 -0.310824 -0.5 -0.5 0.4
C -3.126834 -0.670631 0.798139 0.1 0.2 0.0
O -3.480196 -0.523730 1.926945 0.1 0.1 -0.1
O -1.922567 -1.168127 0.437257 0.1 -0.4 0.3
H 0.032946 0.083272 2.222317 0.1 0.1 0.0
H 0.024683 -1.694320 2.308511 0.0 0.2 0.0
H 0.928044 -0.752463 3.499896 0.1 0.1 0.0
H 2.103457 0.668804 0.333775 0.1 0.0 -0.1
H 0.621133 -0.279822 0.120576 -0.1 0.2 -0.2
H 2.994527 -0.698734 -1.309582 0.1 0.0 0.0
H 3.093116 -1.879007 -0.031332 0.0 -0.1 0.1
H 2.095291 -3.030404 -1.747100 0.1 -0.1 -0.2
H 1.204729 -1.701986 -2.401141 -0.1 0.3 0.1
H 0.195136 -2.485124 0.304660 0.0 0.1 0.1
H 0.363389 -3.846572 -0.755336 0.1 -0.1 0.1
H -1.035554 -2.563706 -2.509445 0.0 0.2 -0.1
H -1.738643 -3.373116 -1.135184 -0.1 0.0 -0.1
H -3.621568 -1.046239 -2.275079 -0.3 0.0 0.0
H -3.769093 -2.335986 -0.978992 -0.2 -0.1 -0.3
C 3.156745 -4.803026 0.666355 -0.1 0.2 0.2
O 3.055063 -4.649639 -0.541129 0.0 -0.2 0.1
N 4.374551 -4.952266 1.274040 0.0 -0.1 0.0
N 2.081027 -4.814554 1.507291 0.1 -0.3 -0.3
H 4.490300 -5.064943 2.262246 0.0 0.0 0.0
H 5.185116 -4.936396 0.685081 0.0 0.0 0.0
H 1.171031 -4.659136 1.112035 -0.1 0.2 0.2
H 2.161985 -4.910041 2.500665 0.0 0.1 0.0
C -1.624922 -4.146889 3.001453 -0.2 0.0 0.1
O -0.770278 -3.790740 2.202507 0.0 -0.3 -0.1
N -2.555504 -3.285067 3.497301 0.1 0.1 -0.1
N -1.714577 -5.438619 3.448212 0.1 0.1 0.0
H -3.266301 -3.556716 4.148694 0.0 0.0 0.0
H -2.535428 -2.333275 3.166730 -0.1 0.0 0.0
H -1.046809 -6.096610 3.094138 0.0 0.0 0.0
H -2.408118 -5.751392 4.099743 0.0 0.0 0.0
C 1.015072 4.253679 -1.313287 0.0 -0.2 0.0
O 1.519466 5.350900 -1.152414 -0.1 0.0 0.0
N 0.548905 3.827335 -2.528091 -0.1 0.2 -0.1
N 0.867350 3.347192 -0.295665 0.0 0.2 0.1
H 0.133287 2.927853 -2.674123 0.1 0.0 0.0
H 0.637547 4.448884 -3.314615 0.0 -0.1 -0.1
H 1.197045 3.605550 0.620415 0.0 0.0 0.1
H 0.453698 2.442888 -0.423575 0.0 0.0 0.0
C 0.201771 3.622968 3.676877 -0.1 0.0 0.0
O 1.223674 3.752856 3.027249 0.1 -0.1 -0.1
N -1.025001 3.976087 3.184755 0.0 0.0 0.0
N 0.202405 3.112811 4.946514 0.0 0.0 0.0
H -1.878897 3.876823 3.698541 0.0 0.0 0.0
H -1.053548 4.354117 2.255696 0.0 0.0 0.0
H 1.088398 2.843814 5.330104 0.0 0.0 0.0
H -0.625301 2.996857 5.498000 0.0 0.0 0.0
C -0.422054 6.418619 -5.715167 0.0 0.1 0.1
O 0.060742 5.299512 -5.716112 0.0 -0.1 0.1
N 0.056482 7.420075 -6.514126 0.0 0.0 0.0
N -1.476267 6.761169 -4.913835 0.0 0.0 -0.1
H -0.321124 8.347403 -6.527588 0.0 0.0 0.0
H 0.832498 7.199040 -7.108451 0.0 0.0 0.0
H -1.843161 6.049954 -4.310300 0.0 0.0 0.0
H -1.882750 7.676098 -4.892903 0.0 0.0 0.0
```
Positions in Å, forces in eV/Å.

Computed properties:
Multiplicity: 1
SMILES: COCCCCC[C@@]1(N=C=O)COC(=O)O1.NC(N)=O.NC(N)=O.NC(N)=O.NC(N)=O.NC(N)=O
ΔE to the lowest compared entry with this formula, charge and spin in eV: 0.000

Here are the Mulliken charges for atoms 1 to 8, given in e:
1. C -0.195
2. O -0.503
3. C 0.457
4. C -1.168
5. C -1.398
6. C 0.818
7. C -1.995
8. C 1.355

***

[4]
A 2-piece molecular cluster, C15H35N2OS overall. Source: OMol25; level of theory: ωB97M-V with the def2-TZVPD basis set.

Structure (XYZ):
```
54
Properties=species:S:1:pos:R:3:forces:R:3
C -6.955437 1.087626 0.565339 -0.1 -0.4 -0.6
C -6.760135 0.487893 -0.841073 0.7 0.1 0.8
S -5.751876 -1.033313 -0.797579 -0.2 0.1 -0.2
C -4.110676 -0.284305 -0.533906 -0.4 -0.4 0.1
C -3.301703 -0.879430 0.641539 0.1 0.3 -0.2
C -2.842664 0.219883 1.628174 0.2 -0.1 0.1
N -1.411131 0.235951 1.963409 -0.2 0.1 -0.1
O -4.031779 -1.921051 1.234617 0.1 -0.1 0.1
C -3.370607 -2.594508 2.286767 -0.1 0.1 -0.1
H -7.925745 1.567090 0.634356 -0.1 0.2 0.1
H -6.898295 0.284710 1.287842 -0.1 -0.1 0.3
H -6.178538 1.809264 0.781278 0.1 0.2 0.2
H -6.206446 1.192049 -1.447966 -0.2 0.2 -0.5
H -7.705626 0.255105 -1.307632 -0.1 -0.2 -0.2
H -4.250159 0.779824 -0.399793 -0.1 0.2 0.1
H -3.559974 -0.410934 -1.456719 0.2 0.0 -0.2
H -2.388276 -1.302141 0.199903 0.2 -0.1 0.1
H -3.421650 0.162039 2.542752 -0.1 -0.1 0.2
H -3.055829 1.200423 1.219883 -0.1 0.2 -0.2
H -0.909225 0.429834 1.104096 0.2 -0.2 0.1
H -1.111238 -0.663520 2.317891 0.0 0.0 0.0
H -3.545462 -2.097182 3.237997 0.1 0.1 0.2
H -3.770300 -3.598823 2.344623 -0.2 -0.1 0.0
H -2.295913 -2.685822 2.119768 0.2 0.1 -0.1
C 5.236528 -1.077533 1.649961 0.0 0.1 0.0
C 4.030752 -0.152577 1.849182 0.2 -0.2 0.0
C 2.891625 -0.304271 0.845092 0.0 0.1 0.2
N 2.980051 0.489198 -0.444286 -0.2 -0.1 0.1
C 1.783914 0.072425 -1.275386 0.0 0.0 -0.1
C 1.808140 0.613638 -2.691911 0.1 0.0 -0.1
C 3.096960 0.218319 -3.398901 0.0 0.0 0.0
C 4.292269 0.712467 -2.596279 -0.1 0.0 -0.1
C 4.265045 0.187685 -1.169601 0.1 0.1 -0.2
C 2.881951 1.944448 -0.132248 0.0 0.0 -0.1
H 5.890792 -0.765399 0.838824 0.0 0.0 0.0
H 5.843310 -1.088335 2.553555 0.0 0.0 0.0
H 4.916992 -2.102540 1.456102 0.0 0.0 0.0
H 4.356888 0.884502 1.938328 -0.1 0.0 0.0
H 3.594341 -0.402347 2.817591 -0.1 0.1 0.0
H 1.955581 0.020922 1.300691 0.0 0.0 0.0
H 2.780755 -1.349501 0.558604 0.0 0.0 -0.1
H 1.789100 -1.017292 -1.291937 0.0 0.0 0.0
H 0.901433 0.408185 -0.732576 0.0 0.0 0.1
H 0.944429 0.211821 -3.222325 -0.1 0.0 0.1
H 1.689968 1.699692 -2.695267 0.0 0.0 0.0
H 3.119244 0.629231 -4.407031 0.0 0.0 0.0
H 3.144288 -0.870607 -3.498463 0.0 0.0 0.0
H 4.323248 1.804911 -2.600498 0.0 0.0 0.0
H 5.222695 0.379679 -3.056425 0.1 0.0 0.1
H 5.064015 0.640739 -0.588719 0.0 -0.1 0.1
H 4.378823 -0.896213 -1.157932 0.0 0.0 0.0
H 3.744570 2.240689 0.454928 0.0 0.0 0.0
H 1.966034 2.115939 0.427448 0.0 0.0 0.0
H 2.864940 2.511465 -1.056090 0.0 0.0 0.0
```
Positions in Å, forces in eV/Å.

Computed properties:
Total charge: +1
Multiplicity: 1

Here are the natural (NBO) charges for atoms 1 to 8, given in e:
1. C -0.628
2. C -0.515
3. S 0.212
4. C -0.547
5. C 0.084
6. C -0.257
7. N -0.823
8. O -0.523

***

The highest occupied orbital energy results, record by record, are as follows: -7.2 -6.4 -8.9 -9.9 eV.